{
  "formula": "C36H57AsBCsF6N8OS4SbSi2",
  "method": "ωB97M-V with the def2-TZVPD basis set",
  "homo_lumo_gap_ev": [5.71, 6.22],
  "energy_ev": -196236.3331,
  "s_squared": 0.755,
  "lumo_energy_ev": [3.4345, 3.4301],
  "charge": -2,
  "spin_multiplicity": 2,
  "relative_energy_kj_mol": 234.8,
  "e_homo_ev": [-2.277, -2.789],
  "fmax_ev_per_a": 2.6,
  "symbols": ["Cs", "C", "C", "C", "C", "N", "C", "C", "N", "B", "N", "C", "C", "N", "C", "S", "C", "C", "C", "C", "N", "C", "C", "N", "C", "S", "C", "C", "C", "C", "C", "S", "H", "H", "H", "H", "H", "H", "H", "H", "H", "H", "H", "H", "H", "H", "H", "H", "H", "H", "H", "H", "H", "H", "H", "H", "H", "H", "H", "H", "H", "H", "H", "H", "H", "H", "S", "C", "N", "O", "N", "F", "Sb", "F", "F", "F", "F", "F", "C", "Si", "C", "C", "As", "Si", "C", "C", "C", "H", "H", "H", "H", "H", "H", "H", "H", "H", "H", "H", "H", "H", "H", "H", "H", "H", "H", "C", "C", "C", "C", "C", "C", "C", "C", "H", "H", "H", "H", "H"],
  "positions_angstrom": [[-0.48314, -0.74521, -1.50486], [2.87042, 0.79404, -5.55281], [3.80397, -0.18938, -4.83595], [5.06124, -0.46608, -5.68007], [3.07124, -1.51314, -4.64821], [4.23263, 0.43243, -3.58094], [5.00676, 1.57724, -3.60619], [5.18318, 1.98329, -2.33747], [4.52150, 1.12734, -1.50327], [4.46204, 1.40156, 0.01209], [4.52389, 0.03138, 0.74156], [5.60514, -0.78872, 0.61948], [5.30002, -1.98730, 1.16835], [4.01021, -1.89921, 1.63046], [3.55309, -0.65942, 1.34393], [1.88362, -0.02466, 1.61535], [3.25228, -2.93206, 2.33189], [4.06504, -4.22516, 2.41696], [2.96026, -2.41847, 3.74647], [1.95877, -3.20957, 1.56515], [3.18014, 2.11296, 0.44434], [2.54938, 1.69772, 1.63514], [1.22233, 2.43472, 1.70192], [1.25482, 3.25604, 0.49426], [2.44393, 3.07779, -0.14753], [3.06325, 4.01102, -1.37185], [0.33202, 4.38087, 0.31463], [-0.95556, 4.12522, 1.09576], [-0.05280, 4.52785, -1.15573], [1.00219, 5.65953, 0.83817], [3.92769, 0.17477, -2.26859], [3.13821, -1.16550, -1.66528], [2.51752, 0.35641, -6.48304], [3.36918, 1.73571, -5.77371], [2.00787, 1.00615, -4.92272], [4.78729, -1.02949, -6.56853], [5.76499, -1.06186, -5.10202], [5.55419, 0.44976, -5.99761], [2.84763, -1.93479, -5.62604], [2.13465, -1.37229, -4.12045], [3.67365, -2.22223, -4.08850], [5.35610, 2.01915, -4.51487], [5.72839, 2.81480, -1.94745], [5.43986, 2.03556, 0.31325], [6.50329, -0.46215, 0.13529], [5.89485, -2.87217, 1.25569], [4.99060, -4.08018, 2.97129], [4.28645, -4.60375, 1.42177], [3.47339, -4.97241, 2.94127], [3.89022, -2.21055, 4.27456], [2.39767, -3.15834, 4.30868], [2.37789, -1.50323, 3.68864], [2.17867, -3.35908, 0.51085], [1.27982, -2.36760, 1.65290], [1.46297, -4.09320, 1.95843], [3.20600, 1.79021, 2.51056], [1.11071, 3.08486, 2.58693], [-1.43416, 3.21701, 0.73157], [-1.63627, 4.96128, 0.94840], [-0.77929, 4.01293, 2.16290], [-0.45804, 3.58576, -1.51067], [0.80213, 4.79429, -1.76567], [-0.82026, 5.28956, -1.26539], [1.24679, 5.55901, 1.89652], [0.33435, 6.50778, 0.71228], [1.91803, 5.85108, 0.28570], [-2.37503, 3.21367, -3.91439], [-2.07126, 2.18216, -2.72933], [-1.86640, 1.43815, -1.84661], [-0.87927, 1.29441, 2.08982], [0.36340, 1.28148, 1.73765], [-0.16027, -2.18459, -3.38801], [-0.90575, -3.84093, -4.02083], [-0.28840, -3.42785, -5.77481], [0.73663, -4.74192, -3.65673], [-1.65696, -5.47543, -4.67696], [-1.51596, -4.29492, -2.25741], [-2.57290, -2.97153, -4.34116], [-5.93127, 2.70815, 0.17285], [-5.15934, 0.99432, -0.25603], [-5.10201, 0.96262, -2.16057], [-6.44625, -0.37939, 0.17537], [-3.03104, 0.98035, 0.81389], [-3.76692, 1.42805, 3.02363], [-3.82165, 3.31007, 3.44933], [-2.66579, 0.61724, 4.37312], [-5.54286, 0.82994, 3.51023], [-6.76191, 2.95660, -0.47964], [-5.16696, 3.47065, 0.04130], [-6.28089, 2.76707, 1.19899], [-6.09816, 1.01777, -2.59207], [-4.62873, 0.05749, -2.53020], [-4.53162, 1.80326, -2.53955], [-7.38273, -0.22795, -0.35616], [-6.66811, -0.42586, 1.23630], [-6.05252, -1.34876, -0.12010], [-2.82617, 3.68375, 3.66452], [-4.44748, 3.50862, 4.31576], [-4.21337, 3.88435, 2.61307], [-1.66829, 1.03908, 4.32803], [-2.57224, -0.44551, 4.17300], [-3.05327, 0.74628, 5.38200], [-6.30574, 1.31414, 2.91143], [-5.75867, 1.04919, 4.55113], [-5.64270, -0.24107, 3.37183], [-3.08304, -0.84493, 1.18094], [-3.09171, -2.01486, 1.51349], [-3.17417, -3.36271, 1.92006], [-3.32767, -3.68448, 3.27476], [-3.45063, -5.00023, 3.67485], [-3.42416, -6.02408, 2.73931], [-3.26244, -5.71303, 1.39582], [-3.13726, -4.40142, 0.98309], [-3.35154, -2.89046, 4.00881], [-3.56513, -5.22690, 4.72857], [-3.52862, -7.05446, 3.05672], [-3.23042, -6.50086, 0.65736], [-3.00924, -4.16463, -0.06445]],
  "forces_ev_per_angstrom": [[0.59, 0.36, 2.44], [0.08, -0.10, 0.14], [-0.18, -0.36, -0.59], [-0.15, 0.08, 0.15], [-0.02, 0.06, -0.01], [-0.02, 0.40, 0.76], [0.46, 0.39, 0.18], [0.44, 0.11, -0.53], [0.06, 0.04, -0.51], [-0.32, 0.22, -0.16], [0.02, -0.18, 0.50], [0.42, -0.44, 0.15], [0.54, 0.16, -0.28], [0.04, 0.60, -0.27], [-0.06, 0.28, 0.23], [0.35, -0.72, -0.08], [-0.38, -0.45, 0.50], [-0.05, 0.26, -0.09], [0.02, -0.05, -0.13], [0.06, 0.04, 0.02], [-0.22, -0.24, -0.06], [-0.25, -0.64, 0.69], [0.03, 0.78, 0.50], [0.20, -0.66, 0.10], [0.21, 0.30, 0.18], [0.37, 0.42, -0.69], [-0.14, 0.75, -0.16], [0.12, -0.21, -0.10], [0.04, -0.05, 0.01], [0.02, -0.15, -0.07], [0.21, -0.32, -0.13], [-0.73, -0.71, 0.39], [-0.04, -0.05, -0.12], [0.04, 0.09, -0.02], [-0.05, 0.02, 0.01], [-0.08, -0.02, -0.10], [0.08, -0.05, 0.04], [0.08, 0.08, -0.03], [0.02, 0.07, -0.21], [0.00, -0.12, -0.01], [-0.05, -0.06, 0.00], [0.04, 0.07, -0.15], [0.04, 0.22, 0.02], [0.33, 0.07, -0.03], [0.15, 0.04, -0.09], [0.04, -0.12, -0.02], [0.12, -0.01, 0.02], [0.08, -0.09, -0.09], [-0.06, 0.00, 0.02], [0.11, -0.01, 0.04], [-0.10, -0.14, 0.06], [-0.05, 0.03, 0.09], [0.00, -0.08, -0.14], [-0.12, -0.04, -0.03], [-0.03, -0.12, 0.08], [-0.13, 0.05, -0.13], [-0.03, -0.20, -0.11], [-0.01, 0.05, 0.05], [0.01, 0.13, -0.07], [-0.04, -0.02, 0.10], [-0.05, -0.06, -0.07], [-0.12, 0.04, -0.03], [-0.17, 0.11, 0.06], [-0.02, 0.00, 0.13], [-0.13, 0.13, 0.02], [0.08, 0.04, -0.04], [-0.31, 1.01, -1.16], [0.20, -0.80, 0.94], [-0.52, 1.08, -0.54], [1.46, 0.39, 0.41], [-1.84, 0.10, 0.06], [0.10, -1.74, -1.88], [-0.29, -0.98, -0.50], [-0.15, 0.00, 0.43], [-0.42, 0.36, -0.03], [0.23, 0.44, 0.19], [0.26, 0.40, -0.37], [0.56, -0.10, 0.15], [0.45, -0.58, 0.04], [-1.56, 0.18, -0.60], [0.39, -0.01, 0.66], [0.70, 0.40, 0.15], [-0.75, 0.70, -0.21], [-0.66, 0.30, 1.80], [0.18, -0.60, -0.57], [-0.12, 0.22, -0.73], [0.63, 0.10, -0.56], [-0.16, -0.06, -0.22], [0.12, 0.19, -0.06], [-0.04, -0.01, 0.22], [-0.30, -0.02, 0.14], [0.13, -0.15, -0.08], [0.11, 0.13, -0.11], [-0.08, 0.19, -0.19], [-0.01, -0.01, 0.21], [0.10, -0.16, -0.05], [0.25, 0.05, -0.02], [-0.15, -0.15, 0.15], [-0.08, 0.13, -0.12], [0.18, 0.06, -0.05], [0.04, -0.25, -0.03], [-0.30, 0.12, 0.04], [-0.20, 0.09, -0.17], [0.15, 0.14, 0.29], [-0.01, -0.29, -0.07], [-0.04, -1.36, 0.40], [0.07, 1.26, -0.46], [-0.08, -0.75, 0.25], [0.04, 0.14, -0.08], [0.00, -0.13, 0.13], [0.00, -0.01, -0.02], [-0.02, -0.21, 0.03], [0.02, 0.22, 0.01], [0.00, 0.07, -0.02], [-0.02, -0.01, -0.01], [0.02, 0.00, -0.02], [0.00, -0.07, -0.06], [0.04, -0.02, -0.05]]
}